A structure of composition C28H23Cl3N12O3ReS2. Source: the Open Molecules 2025 dataset; level of theory: ωB97M-V with the def2-TZVPD basis set.

Last column: Löwdin spin population.
Atoms and positions in Å:
Re (1.10, 1.38, -0.28)  1.186
N (-0.50, 1.22, 2.79)  0.006
C (-1.25, 1.14, 1.66)  0.020
N (-2.60, 1.01, 1.69)  0.004
N (-2.98, 0.97, 0.39)  0.014
N (-1.89, 1.08, -0.39)  0.010
N (-0.78, 1.19, 0.39)  0.046
C (0.86, 1.35, 2.77)  0.017
N (1.60, 1.42, 3.90)  0.006
N (2.88, 1.55, 3.47)  0.019
N (2.90, 1.55, 2.12)  0.026
N (1.62, 1.43, 1.65)  0.031
H (-0.96, 1.17, 3.68)  0.000
Cl (4.03, -6.56, -1.85)  0.000
C (2.45, -5.90, -1.86)  0.000
C (1.92, -5.34, -0.70)  0.000
C (0.63, -4.80, -0.71)  0.000
C (-0.15, -4.78, -1.89)  0.000
C (-1.53, -4.14, -1.89)  0.001
C (-1.65, -2.78, -2.64)  0.002
N (-0.60, -1.81, -2.37)  0.021
C (0.63, -1.76, -2.98)  -0.001
C (1.25, -0.66, -2.44)  0.023
N (0.42, -0.01, -1.57)  0.045
C (-0.70, -0.69, -1.59)  0.048
O (-2.19, -4.24, -0.62)  0.000
C (-2.17, -3.12, 0.25)  0.000
C (-2.65, -3.52, 1.61)  0.000
C (-1.97, -3.36, 2.80)  0.000
Cl (-0.40, -2.67, 3.03)  0.000
S (-2.81, -3.92, 4.16)  0.000
C (-4.14, -4.40, 3.20)  0.000
C (-3.93, -4.13, 1.87)  0.000
C (0.41, -5.37, -3.04)  0.000
Cl (-0.45, -5.44, -4.54)  0.000
C (1.70, -5.92, -3.03)  0.000
H (2.50, -5.33, 0.22)  0.000
H (0.26, -4.38, 0.22)  0.000
H (-2.16, -4.82, -2.49)  0.000
H (-2.61, -2.30, -2.42)  0.000
H (-1.62, -2.94, -3.72)  0.000
H (0.96, -2.48, -3.71)  0.000
H (2.25, -0.29, -2.64)  0.000
H (-1.60, -0.43, -1.05)  0.002
H (-2.85, -2.35, -0.14)  0.000
H (-1.17, -2.69, 0.30)  0.000
H (-5.00, -4.86, 3.66)  0.000
H (-4.65, -4.37, 1.09)  0.000
H (2.11, -6.36, -3.93)  0.000
C (2.60, 4.57, 0.75)  0.288
C (1.16, 4.36, 0.38)  0.003
O (0.74, 3.25, 0.05)  0.094
C (0.22, 5.52, 0.43)  0.009
C (-1.12, 5.31, 0.08)  -0.003
C (-2.04, 6.37, 0.11)  0.001
C (-1.61, 7.64, 0.48)  -0.004
C (-0.28, 7.86, 0.82)  0.001
C (0.64, 6.81, 0.80)  0.004
H (3.14, 3.62, 0.66)  0.106
H (2.68, 4.91, 1.78)  0.016
H (3.06, 5.29, 0.06)  0.008
H (-1.47, 4.32, -0.21)  0.000
H (-3.07, 6.20, -0.16)  0.000
H (-2.32, 8.47, 0.50)  0.000
H (0.05, 8.86, 1.11)  0.000
H (1.67, 7.01, 1.07)  0.004
S (3.10, 2.62, 0.15)  0.597
C (4.57, 3.53, 0.47)  0.124
N (5.54, 4.13, 0.68)  0.005
O (3.65, -0.42, -0.38)  0.077
C (2.79, 0.19, -0.35)  0.129
H (1.79, 2.02, -1.72)  0.014

2S+1 = 4
HOMO level (spin up / spin down) = -7.29 / -7.80 eV
energy relative to the best compared isomer or geometry (same formula, charge and spin) = 0.0 kcal per mole
HOMO-LUMO gap (spin up / spin down) = 6.265 / 6.634 eV
expectation value of S² = 3.771
energy = -114784.7204 eV
net charge = 0

=====

A structure of composition C28H23Cl3N8OSiW. Source: the Open Molecules 2025 dataset; level of theory: ωB97M-V with the def2-TZVPD basis set.

Last column: Löwdin spin population.
Atoms and positions in Å:
W (0.28, -0.71, -0.04)  1.661
C (-0.62, 2.28, 3.39)  0.003
C (-0.05, 3.46, 2.94)  0.003
C (0.32, 3.54, 1.62)  0.000
C (0.15, 2.44, 0.77)  0.005
N (-0.27, 1.24, 1.24)  0.011
C (-0.70, 1.22, 2.52)  0.004
N (0.35, 2.72, -0.56)  0.012
C (-0.09, 1.95, -1.49)  0.014
N (-0.52, 0.64, -1.36)  0.047
C (-1.16, 0.28, -2.54)  0.008
N (-1.84, -0.77, -2.79)  0.008
C (-2.07, -1.80, -1.91)  0.020
C (-3.09, -2.68, -2.30)  -0.002
C (-3.31, -3.84, -1.62)  0.016
C (-2.47, -4.15, -0.55)  0.002
C (-1.51, -3.24, -0.19)  0.014
N (-1.32, -2.04, -0.81)  0.030
C (-0.96, 1.36, -3.53)  0.000
C (-1.37, 1.48, -4.84)  0.000
C (-1.03, 2.65, -5.50)  0.000
C (-0.34, 3.67, -4.86)  0.001
C (0.04, 3.56, -3.52)  0.001
C (-0.27, 2.38, -2.88)  0.002
H (-1.00, 2.17, 4.39)  0.000
H (0.07, 4.31, 3.60)  0.000
H (0.69, 4.45, 1.18)  0.000
H (-1.15, 0.30, 2.87)  0.000
H (-3.65, -2.41, -3.18)  0.000
H (-4.08, -4.53, -1.93)  0.001
H (-2.55, -5.08, 0.00)  0.000
H (-0.84, -3.47, 0.62)  0.001
H (-1.93, 0.69, -5.33)  0.000
H (-1.32, 2.78, -6.53)  0.000
H (-0.10, 4.57, -5.41)  0.000
H (0.56, 4.36, -3.01)  0.000
N (2.41, -1.11, 2.53)  0.006
C (2.91, -0.19, 1.62)  0.012
C (4.17, 0.33, 1.90)  -0.001
C (4.75, 1.22, 1.03)  0.010
C (4.06, 1.58, -0.13)  0.000
C (2.82, 1.03, -0.34)  0.019
N (2.23, 0.16, 0.51)  0.026
C (1.16, -1.60, 2.84)  0.007
C (1.02, -2.24, 4.09)  0.000
C (-0.21, -2.70, 4.48)  0.005
C (-1.31, -2.49, 3.64)  0.001
C (-1.10, -1.89, 2.43)  0.013
N (0.13, -1.49, 2.00)  0.016
H (3.09, -1.33, 3.25)  0.000
H (4.69, 0.03, 2.80)  0.000
H (5.73, 1.63, 1.24)  0.001
H (4.47, 2.26, -0.85)  0.000
H (2.27, 1.26, -1.23)  0.003
H (1.89, -2.35, 4.73)  0.000
H (-0.32, -3.18, 5.44)  0.000
H (-2.31, -2.80, 3.93)  0.000
H (-1.92, -1.67, 1.76)  0.003
O (-3.23, 0.01, 0.72)  0.004
H (-4.03, -0.23, 0.24)  0.000
H (-3.42, 0.87, 1.09)  0.000
Cl (1.72, -2.83, -0.11)  0.005
Si (1.48, -1.78, -2.01)  0.011
Cl (0.68, -3.08, -3.34)  0.002
Cl (3.32, -1.22, -2.68)  -0.007

2S+1 = 3
HOMO level (spin up / spin down) = -13.27 / -13.66 eV
energy relative to the best compared isomer or geometry (same formula, charge and spin) = 15.1 kcal per mole
HOMO-LUMO gap (spin up / spin down) = 7.131 / 7.059 eV
expectation value of S² = 2.015
energy = -90641.4352 eV
net charge = +2

=====

A structure of composition C28H23CrN4O2. Source: the Open Molecules 2025 dataset; level of theory: ωB97M-V with the def2-TZVPD basis set.

Last column: Löwdin spin population.
Atoms and positions in Å:
Cr (-0.14, 0.61, -1.27)  2.955
O (-1.44, -0.66, -2.09)  0.058
C (-1.95, -1.67, -1.43)  0.032
C (-3.33, -1.94, -1.47)  0.003
C (-3.89, -2.92, -0.67)  0.023
C (-3.11, -3.69, 0.18)  0.003
C (-1.73, -3.47, 0.21)  0.027
C (-1.15, -2.50, -0.60)  0.043
C (0.30, -2.25, -0.68)  0.372
N (1.67, -0.13, -1.83)  -0.038
C (2.86, 0.41, -1.15)  -0.003
C (2.44, 1.15, 0.13)  0.002
N (1.04, 1.57, 0.05)  -0.005
C (0.66, 2.45, 0.90)  0.026
C (-0.67, 2.93, 1.10)  0.004
C (-0.88, 3.92, 2.08)  0.004
C (-2.13, 4.41, 2.37)  0.001
C (-3.23, 3.89, 1.67)  0.005
C (-3.07, 2.92, 0.71)  -0.001
C (-1.78, 2.41, 0.39)  0.010
O (-1.67, 1.50, -0.52)  0.029
H (-3.95, -1.31, -2.10)  0.000
H (-4.97, -3.09, -0.70)  0.002
H (-3.55, -4.45, 0.81)  0.000
H (-1.10, -4.07, 0.85)  0.002
H (2.02, -1.96, 0.36)  0.009
H (3.38, 1.08, -1.84)  0.000
H (3.53, -0.41, -0.92)  0.000
H (3.09, 2.01, 0.30)  0.000
H (2.55, 0.48, 0.99)  0.000
H (1.42, 2.87, 1.56)  0.000
H (-0.01, 4.30, 2.62)  0.000
H (-2.26, 5.17, 3.12)  0.000
H (-4.22, 4.25, 1.89)  0.000
H (-3.91, 2.50, 0.18)  0.000
C (-0.11, -0.57, 4.29)  0.033
C (1.11, -1.20, 4.06)  0.001
C (1.46, -1.61, 2.78)  0.024
C (0.62, -1.37, 1.69)  0.018
C (-0.60, -0.71, 1.92)  0.029
C (-0.95, -0.33, 3.21)  0.001
N (1.04, -1.72, 0.42)  0.100
N (0.93, -2.40, -1.87)  0.072
C (1.77, -1.52, -2.33)  0.086
C (2.75, -1.72, -3.32)  0.042
C (3.28, -0.73, -4.18)  0.039
C (2.83, 0.54, -4.46)  0.040
C (1.65, 1.14, -3.92)  0.027
C (1.07, 0.77, -2.76)  -0.095
H (-0.39, -0.27, 5.29)  0.003
H (1.78, -1.40, 4.89)  -0.001
H (2.41, -2.11, 2.62)  0.003
H (-1.27, -0.49, 1.10)  0.005
H (-1.90, 0.18, 3.36)  -0.001
H (3.07, -2.74, -3.47)  0.005
H (4.13, -1.06, -4.77)  0.001
H (3.33, 1.08, -5.26)  0.002
H (1.18, 1.94, -4.48)  0.001

2S+1 = 5
HOMO level (spin up / spin down) = -1.79 / -3.56 eV
energy relative to the best compared isomer or geometry (same formula, charge and spin) = 6.4 kcal per mole
HOMO-LUMO gap (spin up / spin down) = 4.403 / 5.972 eV
expectation value of S² = 6.100
energy = -67886.2468 eV
net charge = -1

=====

A cluster of 2 separate species, C28H23NO3S in total. Source: the Open Molecules 2025 dataset; level of theory: ωB97M-V with the def2-TZVPD basis set.

Last column: Mulliken charge in e.
Atoms and positions in Å:
C (-5.39, -5.21, -2.88)  -0.355
C (-5.53, -4.69, -1.59)  -0.513
C (-4.43, -4.13, -0.93)  -0.290
C (-3.19, -4.04, -1.58)  -0.136
S (-1.76, -3.39, -0.68)  1.399
C (-1.45, -1.74, -1.13)  -1.223
C (-1.05, -0.67, -0.25)  0.236
O (-1.13, 0.53, -0.56)  -0.710
C (-0.53, -1.09, 1.11)  0.792
C (0.44, -2.09, 1.21)  -0.159
C (0.91, -2.49, 2.47)  -0.660
C (0.37, -1.92, 3.63)  -0.410
C (-0.59, -0.90, 3.52)  -0.579
C (-1.00, -0.45, 2.26)  -0.391
O (-2.24, -3.44, 0.68)  -0.679
O (-0.66, -4.25, -1.09)  -0.695
C (-3.03, -4.61, -2.84)  -0.333
C (-4.13, -5.17, -3.50)  -0.530
H (-6.25, -5.64, -3.40)  0.349
H (-6.50, -4.73, -1.08)  0.337
H (-4.54, -3.78, 0.10)  0.419
H (-1.94, -1.48, -2.07)  0.515
H (0.85, -2.54, 0.30)  0.431
H (1.67, -3.26, 2.53)  0.393
H (0.71, -2.24, 4.62)  0.367
H (-1.04, -0.45, 4.41)  0.369
H (-1.72, 0.37, 2.14)  0.384
H (-2.05, -4.63, -3.30)  0.362
H (-4.00, -5.59, -4.50)  0.343
C (0.09, 2.91, -2.46)  -1.581
C (1.37, 2.39, -1.97)  0.616
N (1.88, 2.73, -0.80)  0.396
C (3.20, 2.42, -0.39)  0.440
C (4.21, 1.87, -1.16)  -0.663
C (5.47, 1.69, -0.55)  -0.749
C (5.67, 2.10, 0.78)  -0.682
C (4.66, 2.72, 1.52)  -0.354
C (3.41, 2.90, 0.92)  0.443
C (2.18, 3.54, 1.34)  0.277
C (1.25, 3.43, 0.28)  0.665
C (0.00, 4.02, 0.34)  -0.465
C (-0.36, 4.67, 1.53)  -0.921
C (0.53, 4.73, 2.61)  -0.703
C (1.81, 4.18, 2.52)  -0.353
H (0.10, 2.72, -3.54)  0.390
H (-0.79, 2.42, -2.03)  0.376
H (0.05, 4.00, -2.32)  0.484
H (2.05, 1.89, -2.65)  0.313
H (4.00, 1.60, -2.20)  0.319
H (6.28, 1.23, -1.11)  0.397
H (6.65, 1.93, 1.24)  0.386
H (4.79, 3.06, 2.55)  0.410
H (-0.67, 3.97, -0.51)  0.299
H (-1.35, 5.12, 1.60)  0.415
H (0.21, 5.23, 3.53)  0.401
H (2.53, 4.22, 3.34)  0.413

HOMO level = -6.29 eV
energy relative to the best compared isomer or geometry (same formula, charge and spin) = 19.3 kcal per mole
HOMO-LUMO gap = 3.948 eV
energy = -47873.7253 eV
net charge = 0